(1)
The following is a quantum chemistry calculation of a cluster of 2 separate species, C4H10OS2 in total, from the Open Molecules 2025 dataset.

The energy above the lowest of the compared OMol25 structures with the same formula, charge and spin is 44.5 kcal/mol. As for the multiplicity: 1. The total energy is -28026.66066 eV.

Structure (XYZ):
```
17
Properties=species:S:1:pos:R:3:forces:R:3:mulliken_charge:R:1
C 2.83334 1.34387 -2.35462 -0.57 -0.36 0.58 -0.663
C 1.66275 0.97408 -1.83047 0.26 -0.47 0.08 0.075
O 1.48410 -0.23982 -1.12409 -0.43 1.84 0.20 -0.440
H 3.03150 2.33515 -2.75238 -0.40 -0.33 -0.27 0.254
H 3.65124 0.64465 -2.28938 0.28 0.04 0.14 0.236
H 0.74023 1.54871 -1.94217 0.30 0.10 0.23 0.311
H 0.98065 0.06797 -0.31712 0.70 -0.84 -1.10 0.131
C -1.74578 -1.81912 0.19744 1.68 0.57 -0.24 -1.158
C -1.81505 -0.81389 1.35910 0.26 -1.68 2.03 -0.422
S -0.34609 0.28360 1.47493 -0.32 -0.83 -0.50 0.038
S -0.74875 1.24199 3.25229 -0.06 0.00 0.29 -0.242
H -0.84453 -2.49803 0.32077 -0.98 0.91 -0.29 0.303
H -1.68870 -1.27953 -0.77605 0.08 -0.53 0.59 0.319
H -2.61595 -2.44919 0.19260 -0.49 -0.17 0.07 0.372
H -1.85273 -1.45215 2.34383 0.09 1.32 -1.65 0.318
H -2.69754 -0.19601 1.34940 -0.32 0.21 -0.18 0.422
H -0.02868 2.30771 2.89590 -0.07 0.23 0.02 0.146
```
Forces are in eV/Å.

---

(2)
The following is a quantum chemistry calculation of a structure of composition C43H39N7O4P2S2Zr, from the Open Molecules 2025 dataset.

The energy above the lowest of the compared OMol25 structures with the same formula, charge and spin is 5.4 kcal/mol. As for the multiplicity: 1. The total energy is -105376.93601 eV.

Structure (XYZ):
```
98
Properties=species:S:1:pos:R:3:forces:R:3:mulliken_charge:R:1
Zr -0.42731 -0.07530 -0.23138 0.57 0.10 1.55 -1.282
S 2.26153 -0.69236 -3.12658 0.03 -0.03 0.07 -0.458
P 2.84355 -1.32714 -1.32537 0.13 0.03 -0.24 1.544
C 1.73288 -1.17814 -0.01847 -0.50 0.06 -0.49 1.003
P 1.27191 -2.49626 0.96262 -0.01 0.33 -0.34 2.194
S -0.43870 -1.78833 1.79896 0.13 -0.24 -0.04 -0.827
C 0.84476 -4.14264 0.26651 -0.04 -0.11 0.05 0.520
C -0.44277 -4.39765 -0.20239 0.00 0.01 -0.04 -0.545
C -0.78655 -5.65125 -0.68401 -0.02 0.05 0.01 -0.884
C 0.14376 -6.67970 -0.68365 0.00 -0.05 -0.01 -0.640
C 1.42135 -6.44411 -0.20174 0.02 -0.03 -0.02 -0.722
C 1.76634 -5.18681 0.26719 0.10 0.03 0.00 -0.369
C 2.43677 -3.01342 2.26206 -0.25 0.02 0.28 0.410
C 2.01733 -3.96123 3.19692 -0.05 -0.04 0.05 -0.479
C 2.85702 -4.35782 4.22109 0.05 0.01 0.01 -0.784
C 4.13378 -3.81244 4.32356 -0.02 -0.03 0.03 -0.537
C 4.55310 -2.86749 3.40342 0.04 0.00 0.02 -0.894
C 3.70018 -2.46482 2.38279 0.12 0.05 -0.12 -0.182
C 3.49250 -3.02254 -1.57706 0.09 0.02 0.05 0.283
C 4.63453 -3.47160 -0.92178 0.04 0.00 0.11 -0.390
C 5.14093 -4.74006 -1.16880 -0.02 -0.07 0.01 -0.787
C 4.50556 -5.57302 -2.07729 -0.02 -0.01 -0.01 -0.548
C 3.36409 -5.13134 -2.73508 0.02 -0.05 -0.02 -0.763
C 2.86578 -3.86376 -2.49167 -0.12 0.04 0.00 -0.471
C 4.42422 -0.43868 -0.97495 -0.02 0.09 -0.07 0.142
C 5.38860 -0.37450 -1.98303 -0.03 -0.01 -0.09 -0.696
C 6.57564 0.30694 -1.78686 0.04 0.01 0.00 -0.775
C 6.82359 0.95031 -0.57739 0.03 0.00 -0.03 -0.613
C 5.87732 0.89227 0.43079 0.04 0.02 0.03 -1.160
C 4.68949 0.19625 0.22896 -0.08 -0.05 0.09 0.106
H -1.18555 -3.61582 -0.18136 -0.02 0.02 0.02 0.228
H -1.79200 -5.82285 -1.04759 0.01 -0.01 0.00 0.435
H -0.13065 -7.66184 -1.04893 0.01 0.01 0.00 0.383
H 2.16225 -7.23377 -0.19198 -0.02 -0.01 -0.01 0.441
H 2.77095 -5.03181 0.63670 0.05 0.05 0.00 0.519
H 1.02610 -4.39428 3.12165 0.00 0.03 -0.03 0.419
H 2.51875 -5.09378 4.93941 0.01 0.00 0.01 0.419
H 4.79408 -4.12505 5.12279 0.00 0.00 -0.01 0.389
H 5.54391 -2.43549 3.47276 0.00 -0.01 0.02 0.461
H 4.03254 -1.72441 1.67030 -0.05 -0.02 -0.01 0.375
H 5.15623 -2.82781 -0.22379 -0.03 0.02 0.00 0.253
H 6.03621 -5.06966 -0.65588 -0.01 -0.01 -0.01 0.431
H 4.90046 -6.56110 -2.27994 0.00 0.00 0.01 0.408
H 2.85878 -5.77652 -3.44288 0.02 -0.01 0.00 0.445
H 1.98850 -3.50888 -3.01963 0.01 0.00 0.01 0.427
H 5.19115 -0.85509 -2.93468 -0.02 0.00 0.03 0.470
H 7.31108 0.33908 -2.58147 0.01 0.01 0.02 0.425
H 7.75377 1.48450 -0.42868 -0.01 0.01 0.02 0.404
H 6.05900 1.37673 1.38298 0.01 0.01 -0.01 0.488
H 3.96078 0.13717 1.02631 -0.07 0.05 0.00 0.578
C -3.36367 0.56719 3.88190 -0.01 0.00 0.00 -1.134
C -2.80737 1.62427 4.58591 -0.03 -0.02 0.00 -0.734
C -1.66110 2.22105 4.09913 0.03 -0.02 -0.08 -1.007
C -1.11093 1.75561 2.90384 -0.04 0.04 0.13 0.427
N -1.65039 0.74637 2.23207 -0.06 -0.06 -0.14 0.965
C -2.74328 0.15953 2.71551 0.00 0.02 0.02 -0.231
C 0.14946 2.30623 2.35240 0.15 0.01 -0.01 1.048
C 0.68468 3.50033 2.82471 0.01 -0.05 -0.02 -1.215
C 1.91612 3.92362 2.36078 -0.02 -0.03 -0.01 -0.891
C 2.58266 3.13602 1.43868 -0.01 -0.05 -0.02 -1.522
C 1.95588 1.98997 0.98415 0.07 0.02 0.09 -0.155
N 0.76924 1.57430 1.41731 -0.45 0.09 -0.18 0.761
H -4.24787 0.05369 4.23345 0.00 0.01 0.01 0.471
H -3.25077 1.96756 5.51132 0.00 0.00 0.00 0.410
H -1.18853 3.01921 4.65202 -0.01 -0.01 -0.01 0.376
H -3.11305 -0.67931 2.13749 -0.02 0.00 0.03 0.597
H 0.13357 4.10162 3.53206 0.02 0.00 -0.01 0.420
H 2.34289 4.85288 2.71427 0.01 0.00 0.00 0.411
H 3.55744 3.39910 1.05074 -0.01 0.03 0.01 0.556
H 2.40268 1.36249 0.23287 0.13 -0.04 -0.02 0.670
C 1.35309 2.20344 -4.63900 0.05 0.03 -0.03 -0.923
N 1.83761 2.50646 -3.29144 -0.26 0.18 -0.24 0.009
C 3.26320 2.76332 -3.11523 0.03 -0.15 0.05 -0.724
C 1.16150 2.01976 -2.29486 0.18 -0.10 0.38 0.348
N 0.58384 1.65943 -1.35938 -0.14 -0.15 -0.17 0.040
H 1.43537 3.09333 -5.26317 0.02 0.00 0.02 0.342
H 0.31303 1.89212 -4.58000 0.00 0.01 -0.02 0.312
H 1.94207 1.38674 -5.06060 -0.02 0.01 -0.01 0.321
H 3.51147 3.73305 -3.54599 0.02 -0.03 -0.02 0.354
H 3.83410 1.96123 -3.58857 0.02 0.04 0.00 0.321
H 3.49824 2.76294 -2.05240 0.02 0.05 -0.01 0.149
C -5.33271 -0.22529 -0.27259 0.01 -0.06 -0.01 -0.853
N -4.39378 0.88418 -0.28055 0.04 0.12 0.01 0.311
C -4.79406 2.20526 -0.33381 0.04 -0.10 0.00 -0.158
C -3.90656 3.20515 -0.33332 0.07 0.11 0.00 -1.024
C -2.46287 2.92534 -0.26074 -0.11 0.04 0.07 0.444
O -1.61838 3.79762 -0.15571 -0.01 0.00 -0.01 -0.667
N -2.14129 1.58387 -0.28156 0.24 0.25 -0.24 0.334
C -3.05791 0.63542 -0.25245 0.27 -0.28 -0.19 0.591
O -2.62092 -0.56030 -0.17297 -0.22 -0.12 -0.01 -0.678
H -6.34077 0.17922 -0.30893 -0.01 0.00 0.00 0.355
H -5.21385 -0.81967 0.63262 -0.01 0.00 -0.02 0.264
H -5.16581 -0.86853 -1.13504 0.00 -0.01 0.02 0.278
H -5.86381 2.35678 -0.37007 -0.01 0.03 0.00 0.358
H -4.22591 4.23582 -0.36145 -0.01 -0.01 -0.01 0.447
O -1.16028 -0.03193 -2.40653 0.28 -0.22 -0.36 -0.246
N -0.89712 -1.24430 -2.66283 -0.56 0.44 0.23 0.024
O -0.59573 -1.84388 -1.61075 0.10 -0.32 -0.14 -0.344
```
Forces are in eV/Å.

---

(3)
The following is a quantum chemistry calculation of a cluster of 6 separate species, C26H54BrClFNO7 in total, from the Open Molecules 2025 dataset.

As for the multiplicity: 1. The total energy is -128934.68490 eV.

Structure (XYZ):
```
91
Properties=species:S:1:pos:R:3:forces:R:3:mulliken_charge:R:1
C 2.52735 -2.54552 2.01798 0.15 -1.06 -0.67 -0.548
N 1.37324 -1.79748 1.39314 0.24 -0.14 1.15 0.029
C 1.03209 -0.57469 2.15254 0.20 0.07 1.32 -1.334
C 1.22757 0.82385 1.40656 0.74 0.05 0.99 0.312
Br 0.83100 2.15201 2.91443 -0.42 -0.42 -0.63 -0.166
O 0.28318 1.23166 0.43764 0.98 -1.33 -0.31 -0.357
C -0.16538 0.33604 -0.55521 -2.31 0.02 -1.55 -0.091
Cl 1.13178 -0.53584 -1.55455 -0.68 0.49 0.74 -0.216
C -1.38882 -0.65554 -0.12264 -1.10 0.69 -0.68 -0.258
C -2.75956 0.17886 -0.36832 -1.51 1.42 0.58 -0.022
C -3.58096 0.05493 -1.67323 -0.65 2.57 3.27 -0.197
C -4.84993 0.93606 -1.81707 2.72 0.02 2.98 -0.394
C -5.20541 1.89979 -0.64831 1.91 -1.47 0.15 -0.468
C -4.40204 2.02099 0.67226 1.65 -2.55 -2.71 -0.500
C -3.14164 1.14132 0.81620 -2.28 -0.20 -3.34 -0.337
C 2.79314 1.17376 1.05029 0.33 0.87 1.90 0.977
C 3.65341 1.55908 2.38253 1.37 -0.54 -1.10 -1.316
F 2.74380 2.37537 0.26567 0.20 -2.02 0.60 -0.448
O 3.50397 0.07909 0.46206 -0.93 2.13 -1.05 0.056
C 4.22634 0.43434 -0.73856 1.95 -1.23 -2.24 0.363
C 4.73630 -0.98830 -1.36665 -0.64 0.61 0.87 -1.018
C 5.54926 1.31351 -0.51410 -0.75 0.76 0.00 -1.230
H 2.74103 -3.47118 1.35796 -0.39 1.49 0.97 -0.020
H 2.28089 -2.94642 3.06094 0.38 0.70 -1.12 0.343
H 3.48987 -1.93624 2.03409 -1.50 -0.56 0.00 0.188
H 0.56278 -2.43063 1.39241 0.56 0.46 -0.15 0.252
H -0.03238 -0.57270 2.60733 1.63 -0.01 -0.92 0.351
H 1.73025 -0.55203 3.07742 -1.12 0.32 -1.43 0.567
H -0.67180 1.00218 -1.35739 1.16 -0.91 1.50 0.553
H -1.39571 -0.90811 0.98483 0.33 0.13 -1.51 0.152
H -1.42914 -1.59468 -0.79258 0.31 1.51 1.18 0.370
H -3.19608 -0.67720 -2.45960 -0.80 1.28 1.21 0.401
H -5.43494 0.85614 -2.79946 0.72 0.35 1.90 0.177
H -6.11689 2.57423 -0.76365 1.42 -1.08 0.16 0.307
H -4.68004 2.75505 1.51296 0.26 -1.30 -1.70 0.456
H -2.47464 1.17516 1.75429 -1.18 -0.04 -1.70 0.180
H 3.40880 0.89472 3.27496 0.11 1.15 -1.18 0.208
H 4.74308 1.29254 2.09728 -1.78 0.40 0.47 0.213
H 3.66059 2.67569 2.59926 -0.49 -1.61 -0.09 0.457
H 3.56067 0.88098 -1.57110 0.88 -0.37 1.79 0.289
H 4.92126 -1.68104 -0.45965 -0.30 0.85 -1.69 0.196
H 5.70360 -0.85399 -1.96919 -1.56 -0.21 0.90 0.409
H 3.88817 -1.35560 -2.03845 1.34 0.07 1.02 0.162
H 5.26402 2.43530 -0.49646 0.58 -1.77 0.31 0.232
H 6.24744 1.18320 -1.40779 -0.98 0.07 1.26 0.455
H 6.08962 1.00325 0.44758 -0.72 0.50 -1.43 0.216
C 4.15688 -6.06648 -1.40376 0.16 -0.06 0.04 -1.033
C 2.74342 -6.32186 -0.91896 0.10 0.24 -0.33 -0.282
O 2.03755 -5.09333 -0.79304 -0.16 0.05 0.13 -0.388
H 4.68789 -5.41056 -0.70901 -0.06 -0.10 0.00 0.236
H 4.71216 -7.00281 -1.49934 0.01 0.07 -0.04 0.350
H 4.14789 -5.56240 -2.37461 -0.01 -0.12 -0.01 0.327
H 2.75664 -6.80542 0.06008 -0.13 0.15 -0.03 0.290
H 2.20190 -6.96898 -1.61649 0.10 -0.18 0.06 0.270
H 2.02198 -4.67510 -1.66408 -0.02 -0.01 0.24 0.242
C -3.79797 -5.35861 -1.56746 0.07 -0.17 0.01 -1.195
C -3.51262 -4.02792 -0.89987 -0.31 -0.08 -0.25 -0.135
O -3.38140 -3.00422 -1.87914 0.15 0.00 -0.09 -0.417
H -2.99481 -5.61942 -2.26156 0.00 0.03 0.13 0.298
H -3.89543 -6.15483 -0.82546 -0.04 0.00 -0.08 0.356
H -4.72122 -5.30806 -2.15225 -0.03 -0.02 0.12 0.346
H -2.57915 -4.07621 -0.33496 -0.02 0.16 -0.12 0.244
H -4.31895 -3.75486 -0.21186 0.06 -0.10 0.14 0.279
H -4.21345 -2.96078 -2.36881 0.16 0.05 0.15 0.236
C -4.54347 6.46516 2.81404 0.06 0.00 0.16 -1.027
C -4.24150 5.78874 1.49132 -0.25 0.29 0.06 -0.184
O -5.44288 5.30752 0.89931 -0.10 -0.15 -0.11 -0.491
H -5.03289 5.76746 3.49865 0.11 0.00 -0.06 0.280
H -3.62758 6.83442 3.28181 -0.08 0.03 0.01 0.323
H -5.22899 7.30580 2.67137 0.11 0.04 -0.02 0.313
H -3.57433 4.93727 1.64088 -0.14 -0.01 -0.15 0.244
H -3.76164 6.48534 0.79671 0.19 -0.03 0.09 0.287
H -6.02428 6.06664 0.76144 0.12 -0.19 0.02 0.283
C 6.49298 3.81738 5.16902 -0.02 0.00 0.17 -1.004
C 7.52989 3.42801 4.13401 -0.35 0.17 -0.08 -0.264
O 6.92440 2.67278 3.09180 0.05 -0.14 -0.15 -0.437
H 6.01991 2.92712 5.59152 0.11 0.04 -0.02 0.244
H 6.94683 4.39379 5.97890 -0.08 0.01 -0.03 0.359
H 5.69794 4.41576 4.71431 0.09 0.07 0.03 0.316
H 8.31001 2.81286 4.58713 -0.08 -0.06 -0.19 0.266
H 7.99956 4.31565 3.69819 0.12 0.04 0.16 0.271
H 6.24157 3.22617 2.68973 0.14 -0.15 0.06 0.246
C -6.27140 -0.18530 -6.45682 0.14 -0.02 -0.11 -1.063
C -6.71654 -0.84606 -5.16727 -0.20 0.29 -0.24 -0.092
O -7.00339 0.14042 -4.18249 -0.07 0.00 0.12 -0.494
H -5.38310 0.42841 -6.28644 -0.03 -0.12 0.02 0.277
H -6.04251 -0.93306 -7.21995 -0.03 0.08 -0.01 0.331
H -7.05052 0.48046 -6.83948 -0.02 -0.12 -0.03 0.329
H -5.92766 -1.49289 -4.77729 -0.09 0.13 0.14 0.137
H -7.61294 -1.45311 -5.32848 0.10 -0.15 -0.07 0.306
H -7.70791 0.70319 -4.52998 0.16 -0.10 0.12 0.269
```
Forces are in eV/Å.

---

(4)
The following is a quantum chemistry calculation of the ion C3H3Cl3N3 with charge +1, from the Open Molecules 2025 dataset.

The energy above the lowest of the compared OMol25 structures with the same formula, charge and spin is 11.8 kcal/mol. As for the multiplicity: 1. The total energy is -45186.96421 eV. As for the net charge: +1.

Structure (XYZ):
```
12
Properties=species:S:1:pos:R:3:forces:R:3:mulliken_charge:R:1
H -0.11259 -1.34454 1.81553 -0.30 0.23 0.02 0.240
N 0.23178 -0.98195 0.93191 0.37 -0.08 0.03 -0.435
C -0.51549 -0.15101 0.35041 -0.64 -0.30 1.26 0.046
N -0.23054 0.34159 -0.89702 -0.02 0.29 -1.14 -0.238
C 0.85821 0.68094 -1.38004 -0.09 0.37 -0.32 -0.210
N 2.12006 0.63542 -0.63954 0.57 0.35 0.77 -0.055
Cl 2.72666 2.19000 -0.13844 -0.46 -1.05 -0.31 0.105
C 2.65287 -0.48322 -0.20790 0.20 0.04 -0.25 0.690
Cl 3.87764 -0.47611 0.93120 -0.22 -0.06 -0.18 -0.021
Cl 2.24210 -1.94077 -0.94422 0.27 0.38 0.06 0.052
H -1.48192 0.22248 0.70038 0.14 -0.13 0.16 0.392
H 0.93896 1.12495 -2.36424 0.19 -0.05 -0.09 0.433
```
Forces are in eV/Å.

---

no.,maximum force (eV/A)
1,2.647
2,1.653
3,4.207
4,1.446